This record from the Open Molecules 2025 dataset describes a 3-piece molecular cluster, C36H76BClIN4O5 overall. The level of theory is ωB97M-V with the def2-TZVPD basis set.

E_LUMO	-3.4	eV
E_HOMO	-9.383	eV

The geometry in ORCA input format:
```
! RIJCOSX wB97M-V def2-TZVPD def2/J DEFGRID3
* xyz 1 1
C -1.841 -1.981 2.625
C -3.216 -1.500 1.876
C -3.099 0.014 1.173
Cl -4.331 1.059 2.076
C -1.573 0.588 1.108
N -0.589 0.048 0.269
C -0.940 -1.101 -0.701
C -1.763 -0.587 -2.035
C -2.684 -1.869 -2.578
O -3.967 -1.993 -1.867
C -4.924 -0.943 -2.257
C -6.061 -0.535 -1.107
O -4.936 -0.294 -3.431
C 0.822 0.665 0.386
C 1.164 1.195 -1.129
N 0.100 2.062 -1.764
C 0.642 3.427 -2.182
C 1.816 -0.568 0.924
C 3.197 -0.716 0.027
C 4.314 0.452 0.300
C 3.901 -2.139 0.555
C 0.760 2.010 1.351
C 1.948 2.325 2.414
C 2.714 3.795 2.185
C 3.282 4.014 0.667
I 1.590 5.500 3.007
C -0.811 1.834 1.896
C -1.079 1.607 3.489
C -1.410 2.954 4.359
C -3.056 3.240 4.434
O -1.020 2.649 5.776
B -1.516 3.139 1.122
O -1.437 4.539 1.566
O -2.348 2.885 -0.107
H -2.164 -2.834 3.395
H -1.034 -2.469 1.932
H -1.302 -1.163 3.264
H -3.551 -2.329 1.121
H -4.060 -1.465 2.719
H -3.534 -0.142 0.073
H -1.410 -2.029 -0.168
H 0.120 -1.470 -1.108
H -2.399 0.362 -1.780
H -0.961 -0.412 -2.893
H -2.071 -2.865 -2.385
H -2.791 -1.766 -3.753
H -7.137 -0.915 -1.376
H -5.744 -0.978 -0.050
H -6.005 0.646 -0.976
H 1.266 0.234 -1.830
H 2.193 1.760 -1.232
H -0.164 1.608 -2.689
H 0.760 4.178 -1.273
H 1.654 3.350 -2.789
H -0.152 3.888 -2.919
H 2.069 -0.455 2.086
H 1.287 -1.633 0.852
H 2.981 -0.916 -1.130
H 4.563 0.589 1.455
H 5.331 0.053 -0.180
H 4.101 1.479 -0.217
H 3.219 -3.015 0.117
H 3.940 -2.177 1.727
H 4.947 -2.239 0.030
H 0.708 2.943 0.648
H 2.851 1.544 2.409
H 1.601 2.359 3.556
H 3.685 3.712 2.879
H 3.459 5.188 0.542
H 4.347 3.522 0.571
H 2.590 3.634 -0.195
H -1.993 0.862 3.674
H -0.153 1.082 4.027
H -0.837 3.920 4.029
H -3.630 2.296 4.882
H -3.318 4.132 5.173
H -3.526 3.485 3.391
H -1.755 3.103 6.320
H -0.978 5.065 0.846
H -1.993 3.441 -0.873
C -5.376 -4.106 -6.669
C -5.562 -3.181 -7.867
N -6.027 -1.833 -7.524
C -6.443 -1.050 -8.691
C -5.376 -0.695 -9.725
C -5.216 -1.102 -6.544
C -3.749 -0.859 -6.883
H -6.298 -4.192 -6.087
H -5.100 -5.105 -7.013
H -4.575 -3.759 -6.006
H -6.314 -3.654 -8.516
H -4.628 -3.154 -8.441
H -6.928 -0.125 -8.355
H -7.238 -1.608 -9.206
H -4.729 0.109 -9.371
H -5.858 -0.336 -10.640
H -4.758 -1.552 -9.997
H -5.261 -1.640 -5.590
H -5.691 -0.137 -6.327
H -3.263 -1.738 -7.314
H -3.200 -0.601 -5.970
H -3.627 -0.021 -7.570
C 4.226 -1.122 4.661
C 5.493 -1.968 4.602
N 6.727 -1.198 4.416
C 7.890 -2.033 4.105
C 8.364 -3.016 5.175
C 6.973 -0.130 5.391
C 7.060 -0.525 6.862
H 4.120 -0.504 3.765
H 3.350 -1.772 4.728
H 4.212 -0.468 5.541
H 5.376 -2.650 3.747
H 5.540 -2.598 5.499
H 8.733 -1.392 3.819
H 7.659 -2.609 3.197
H 8.899 -2.506 5.977
H 9.064 -3.731 4.730
H 7.543 -3.589 5.607
H 6.182 0.621 5.287
H 7.889 0.409 5.118
H 6.289 -1.243 7.154
H 6.928 0.364 7.489
H 8.037 -0.942 7.111
*
```

Atomic partial charges in e from the Mulliken method, atoms 1 to 99: atom 1 (C): -0.639, atom 2 (C): -0.594, atom 3 (C): 1.028, atom 4 (Cl): -0.131, atom 5 (C): -2.587, atom 6 (N): 1.414, atom 7 (C): -1.368, atom 8 (C): -0.142, atom 9 (C): -0.450, atom 10 (O): -0.351, atom 11 (C): 0.639, atom 12 (C): -0.739, atom 13 (O): -0.521, atom 14 (C): 1.055, atom 15 (C): -1.624, atom 16 (N): 0.061, atom 17 (C): -0.823, atom 18 (C): -0.322, atom 19 (C): 0.535, atom 20 (C): -0.574, atom 21 (C): -1.050, atom 22 (C): 0.067, atom 23 (C): 0.044, atom 24 (C): -0.819, atom 25 (C): -0.705, atom 26 (I): 0.057, atom 27 (C): 2.149, atom 28 (C): -0.603, atom 29 (C): 0.494, atom 30 (C): -1.040, atom 31 (O): -0.565, atom 32 (B): 0.699, atom 33 (O): -0.635, atom 34 (O): -0.727, atom 35 (H): 0.407, atom 36 (H): 0.198, atom 37 (H): 0.052, atom 38 (H): 0.261, atom 39 (H): 0.502, atom 40 (H): -0.516, atom 41 (H): 0.491, atom 42 (H): 0.466, atom 43 (H): 0.154, atom 44 (H): 0.374, atom 45 (H): 0.442, atom 46 (H): 0.012, atom 47 (H): 0.353, atom 48 (H): 0.192, atom 49 (H): 0.248, atom 50 (H): 0.317, atom 51 (H): 0.326, atom 52 (H): 0.339, atom 53 (H): 0.242, atom 54 (H): 0.329, atom 55 (H): 0.331, atom 56 (H): -0.006, atom 57 (H): 0.224, atom 58 (H): 0.136, atom 59 (H): 0.000, atom 60 (H): 0.438, atom 61 (H): 0.009, atom 62 (H): 0.331, atom 63 (H): 0.058, atom 64 (H): 0.430, atom 65 (H): -0.629, atom 66 (H): -0.535, atom 67 (H): 0.287, atom 68 (H): 0.576, atom 69 (H): 0.348, atom 70 (H): 0.224, atom 71 (H): 0.117, atom 72 (H): 0.366, atom 73 (H): 0.207, atom 74 (H): -0.251, atom 75 (H): 0.314, atom 76 (H): 0.417, atom 77 (H): 0.137, atom 78 (H): 0.409, atom 79 (H): 0.333, atom 80 (H): 0.257, atom 81 (C): -1.297, atom 82 (C): -0.329, atom 83 (N): 0.118, atom 84 (C): -0.655, atom 85 (C): -0.946, atom 86 (C): -0.558, atom 87 (C): -0.900, atom 88 (H): 0.317, atom 89 (H): 0.435, atom 90 (H): 0.187, atom 91 (H): 0.447, atom 92 (H): 0.254, atom 93 (H): 0.335, atom 94 (H): 0.411, atom 95 (H): 0.210, atom 96 (H): 0.396, atom 97 (H): 0.268, atom 98 (H): 0.156, atom 99 (H): 0.318